84
Properties=species:S:1:pos:R:3 method="wB97M-V/def2-TZVPD" e_homo_ev=-9.9800 mol_weight_g_mol=851.6 lumo_ev=-0.42 homo_lumo_gap_ha=0.3512
O 6.17147 -0.23427 4.06064
C 5.19827 -0.89692 4.04572
F 4.84307 -1.60784 5.08338
N 4.32136 -0.98591 2.89643
O 4.46296 0.15568 2.12211
S 2.93811 0.56615 1.53726
O 3.19035 0.90871 0.16042
O 2.42559 2.02428 2.23138
S 1.28642 1.81268 3.39527
O 1.78329 1.05753 4.52584
O 0.90165 3.13190 3.80723
C -0.24194 0.96207 2.70027
F -1.21117 1.85022 2.85426
F -0.14965 0.73363 1.39379
C -0.69091 -0.30266 3.49989
F -1.86729 -0.66428 2.97095
F -0.93074 0.02873 4.76462
C 0.23799 -1.55840 3.41506
F 1.05712 -1.66291 4.44221
F -0.55523 -2.63520 3.47754
F 0.90611 -1.64340 2.27757
C 4.59931 -2.17740 2.13941
O 3.86975 -2.58256 1.30801
F 5.69702 -2.86352 2.43698
O -0.76615 3.22831 0.91944
C -0.59589 3.22679 -0.26933
O -1.08239 2.25528 -1.07520
C -0.61854 2.46304 -2.42594
C -0.26715 3.93742 -2.50247
C 0.19851 4.22758 -1.07825
H 0.24501 1.81565 -2.59468
H -1.40219 2.19057 -3.12880
H 0.47319 4.16347 -3.26190
H -1.15384 4.51432 -2.71874
H 1.26309 4.02104 -0.94585
H -0.03076 5.24387 -0.76871
O -0.10337 -0.83811 -3.78690
C 0.18786 -1.55853 -2.87592
O -0.68290 -2.43664 -2.31528
C -0.06973 -3.06700 -1.17275
C 1.42544 -2.92390 -1.39327
C 1.50938 -1.61131 -2.14869
H -0.40988 -2.54819 -0.27250
H -0.38129 -4.10836 -1.11814
H 2.00112 -2.93986 -0.46956
H 1.78645 -3.73601 -2.02715
H 1.56401 -0.76283 -1.46248
H 2.33862 -1.59185 -2.85060
O 2.82829 -2.17653 6.45003
C 1.91087 -1.87060 7.15356
O 1.14976 -2.77374 7.82082
C 0.06622 -2.10270 8.48538
C 0.52266 -0.66142 8.63883
C 1.39323 -0.46981 7.40243
H -0.82895 -2.19145 7.86494
H -0.12166 -2.58310 9.44345
H -0.30225 0.04530 8.71396
H 1.13410 -0.56021 9.53761
H 0.81118 -0.15085 6.53605
H 2.21336 0.22016 7.58087
O -0.56789 -7.16079 -3.26575
C -1.26254 -6.36157 -3.82204
O -0.82056 -5.14531 -4.22281
C -1.91517 -4.37773 -4.75642
C -2.95899 -5.40221 -5.16721
C -2.73579 -6.51013 -4.14362
H -2.27610 -3.70421 -3.97730
H -1.56510 -3.78398 -5.59798
H -3.97235 -5.00410 -5.17577
H -2.73745 -5.77716 -6.16851
H -3.31226 -6.34633 -3.23176
H -2.94543 -7.49486 -4.55225
O -1.32105 4.80440 -4.77852
C -2.08937 5.58205 -5.26854
O -1.87954 6.91949 -5.28226
C -3.02475 7.58888 -5.83812
C -3.73320 6.53720 -6.67507
C -3.42269 5.25745 -5.90732
H -3.64514 7.95422 -5.01650
H -2.69297 8.43797 -6.43170
H -4.79689 6.73224 -6.80039
H -3.28195 6.48785 -7.66772
H -4.15311 5.06501 -5.11950
H -3.33801 4.39553 -6.56341

=====

67
Properties=species:S:1:pos:R:3 method="wB97M-V/def2-TZVPD" e_homo_ev=-9.4527 smiles="CCOCCc1cccc2c1C(=O)N(OC#N)C2=O.O=C1CCCO1.O=C1CCCO1.O=C1CCCO1" mol_weight_g_mol=518.5 lumo_ev=-0.70 homo_lumo_gap_ha=0.3217
C 2.82857 6.48819 -4.93071
C 3.06311 5.78428 -6.32291
O 2.65594 4.40746 -6.37773
C 3.22864 3.63328 -5.32242
C 3.67274 2.17547 -5.80858
C 3.70956 1.29260 -4.49706
C 2.62914 0.33848 -4.18656
C 2.72608 -0.43864 -2.92009
C 3.84945 -0.27085 -1.96855
C 4.87621 0.69978 -2.32377
C 4.84198 1.48967 -3.58604
C 6.08690 2.41337 -3.67376
O 6.52007 3.03724 -4.59193
N 6.64131 2.27653 -2.31897
O 6.64494 3.54043 -1.72379
C 5.76527 3.60547 -0.66054
N 5.38100 3.60955 0.42295
C 6.16463 1.15001 -1.55671
O 6.61760 0.60835 -0.59246
H 3.45186 6.04367 -4.10018
H 1.75074 6.46256 -4.59316
H 3.19998 7.55118 -5.04200
H 2.48764 6.35550 -7.10756
H 4.17784 5.79926 -6.53645
H 4.15779 4.10667 -4.88331
H 2.44244 3.46892 -4.52281
H 2.98633 1.74621 -6.58044
H 4.73833 2.22626 -6.17953
H 1.78799 0.21685 -4.90850
H 1.88668 -1.15520 -2.74049
H 3.90799 -0.83873 -1.01468
O -1.01844 0.17416 -1.21924
C -0.54137 -0.53645 -0.37924
O 0.57815 -1.28795 -0.57571
C 0.81552 -2.10192 0.58306
C 0.09060 -1.40492 1.71694
C -1.09215 -0.77197 1.00490
H 0.42165 -3.10418 0.39065
H 1.88828 -2.17343 0.76610
H -0.19073 -2.07856 2.52454
H 0.72665 -0.62334 2.13789
H -1.94125 -1.45559 0.93764
H -1.38905 0.16199 1.47140
O -1.21205 -0.13054 3.78121
C -2.20196 -0.49414 4.35850
O -3.32165 -0.92737 3.73102
C -4.35387 -1.18098 4.70361
C -3.61916 -1.39771 6.01002
C -2.40633 -0.49644 5.85467
H -5.01952 -0.31462 4.73967
H -4.92991 -2.05472 4.40975
H -4.22575 -1.17176 6.88719
H -3.29446 -2.43965 6.08460
H -2.61071 0.52347 6.18678
H -1.53497 -0.89954 6.36777
O -6.73010 -2.56731 4.45054
C -6.77798 -3.74094 4.19863
O -5.79463 -4.41050 3.54529
C -6.21020 -5.76443 3.30868
C -7.28561 -6.03600 4.33980
C -7.92672 -4.66952 4.50658
H -6.58658 -5.83888 2.28517
H -5.35730 -6.43339 3.41979
H -7.98429 -6.81614 4.03780
H -6.82598 -6.34300 5.28302
H -8.72398 -4.50124 3.77981
H -8.29293 -4.51632 5.51988